1.
Density functional theory data (ωB97M-V with the def2-TZVPD basis set) for a molecular structure, C5H9NO2S at a distorted geometry.

XYZ file:
```
18
C5H9NO2S ωB97M-V with the def2-TZVPD basis set
S -2.01 -0.21 0.15
O -2.34 -0.87 1.37
O -2.50 -0.81 -1.04
N -2.19 1.53 0.07
C 2.25 0.14 -0.46
C 0.94 -0.41 -0.24
C -0.77 1.72 0.30
C 0.73 -1.92 -0.12
C -0.33 0.34 0.00
H 2.67 0.36 0.47
H 2.91 -0.58 -0.89
H 1.60 -2.26 0.59
H -0.42 2.37 -0.40
H -0.17 -2.11 0.25
H 0.92 -2.45 -1.07
H -2.85 2.13 0.72
H -0.68 2.02 1.37
H 2.25 1.02 -1.06
```

Calculated values
- total energy (eV) = -21747.94097
- largest force on an atom (eV/A) = 7.77

---

2.
Density functional theory data (ωB97M-V with the def2-TZVPD basis set) for a molecular structure, C23H25N4O2PRuS.

XYZ file:
```
57
C23H25N4O2PRuS ωB97M-V with the def2-TZVPD basis set
Ru 0.65 -0.28 -0.90
S 0.27 -2.20 0.27
P -1.19 1.20 -1.60
O 2.27 -2.72 -3.74
O 1.16 -1.08 -2.72
N 0.79 -0.21 2.00
N 0.09 -1.91 4.11
N 0.17 -2.29 2.88
N 0.97 0.41 0.89
C 0.34 -1.47 1.85
C -2.77 0.44 -1.11
C -1.84 -4.28 -5.38
C 2.50 1.90 2.14
C 3.45 2.90 2.11
C -1.92 -4.07 -3.99
C -1.03 0.28 4.15
C -0.83 1.61 6.15
C -0.77 -3.81 -6.12
C 3.80 3.52 0.92
C 1.22 -2.10 -3.45
C 0.25 -0.53 6.04
C -0.94 -3.38 -3.34
C 1.87 1.53 0.95
C -1.27 2.90 -1.00
C 0.14 -2.86 -4.09
C -0.04 0.63 6.74
C 3.16 3.16 -0.26
C -1.33 1.42 4.86
C -0.22 -0.68 4.74
C 0.24 -3.11 -5.49
C 2.19 2.18 -0.25
C -1.22 1.34 -3.41
H 1.10 -2.75 -6.03
H -2.25 1.45 -3.76
H 4.55 4.29 0.91
H -1.46 0.12 3.17
H 1.67 1.95 -1.18
H -3.04 0.79 -0.12
H -0.77 0.47 -3.89
H -0.97 -3.23 -2.27
H -2.63 -4.84 -5.87
H 0.85 -1.31 6.50
H 0.33 0.76 7.74
H 0.20 -2.70 4.74
H -2.70 -0.65 -1.09
H -1.98 2.17 4.43
H 3.94 3.19 3.03
H -1.06 2.51 6.69
H -0.37 3.44 -1.27
H -2.77 -4.46 -3.44
H 2.24 1.40 3.06
H 3.42 3.65 -1.19
H -0.72 -3.99 -7.19
H -0.66 2.23 -3.71
H -3.55 0.74 -1.81
H -1.38 2.92 0.08
H -2.13 3.40 -1.45
```

Calculated values
- total energy (eV) = -56999.64119
- total charge = +2
- 2S+1 = 5
- largest force on an atom (eV/A) = 0.79

---

3.
Density functional theory data (ωB97M-V with the def2-TZVPD basis set) for C4H5NO2 in the gas phase.

XYZ file:
```
12
C4H5NO2 ωB97M-V with the def2-TZVPD basis set
O 1.45 -1.53 -0.57
O -1.94 -1.13 -0.60
N -0.62 0.03 0.88
C -1.12 -1.14 0.28
C 0.66 0.50 0.41
C 1.42 -0.32 -0.60
C -0.61 1.21 0.05
H -0.86 2.13 0.57
H -0.70 -2.04 0.74
H 2.00 0.22 -1.37
H -1.01 1.11 -0.95
H 1.33 0.97 1.15
```

Calculated values
- total energy (eV) = -9812.23822
- SMILES = O=C[C@H]1CN1C=O
- largest force on an atom (eV/A) = 0.77

---

4.
Density functional theory data (ωB97M-V with the def2-TZVPD basis set) for 2 unconnected molecules or ions with the total composition C3H10NOSi at a distorted geometry.

XYZ file:
```
16
C3H10NOSi ωB97M-V with the def2-TZVPD basis set
Si 1.18 0.50 -0.28
O 0.58 -0.62 0.64
N -0.26 -0.88 2.58
C 0.73 2.28 -0.08
C -0.81 -2.10 2.64
C 0.48 0.16 -2.04
H -0.89 -2.57 1.63
H 0.67 -0.92 -2.00
H -0.55 0.49 -2.07
H 1.44 3.06 0.37
H 2.60 0.23 -0.50
H 1.06 0.78 -2.79
H -0.13 -2.62 3.29
H 0.44 2.55 -1.14
H -0.24 2.39 0.53
H -1.83 -2.10 3.12
```

Calculated values
- total energy (eV) = -14685.46025
- total charge = -1
- largest force on an atom (eV/A) = 3.59

---

5.
Density functional theory data (ωB97M-V with the def2-TZVPD basis set) for 2 unconnected molecules or ions with the total composition C11H22N3O7P at a distorted geometry.

XYZ file:
```
44
C11H22N3O7P ωB97M-V with the def2-TZVPD basis set
P 2.24 -1.73 0.68
O 1.98 -2.51 2.02
O -3.91 -1.57 -2.52
O -2.35 -3.18 0.08
O 3.18 3.27 1.86
O 1.42 -0.32 0.71
O 1.78 -2.60 -0.42
O 3.79 -1.51 0.46
N 2.46 4.62 4.23
N -1.78 -0.82 -2.47
N -1.35 -3.78 -1.79
C -3.16 -0.33 -4.38
C 0.34 4.58 3.05
C 1.50 3.72 3.55
C -1.86 -0.39 -0.06
C -2.98 -0.96 -3.03
C -1.37 -1.34 -1.16
C -1.73 -2.84 -0.91
C 1.44 1.76 1.81
C -0.48 -3.62 -2.95
C 2.12 0.71 1.25
C 2.12 2.92 2.37
H 3.23 4.09 4.64
H 1.12 2.99 4.28
H 3.22 0.75 1.24
H -1.09 -0.30 -2.98
H 0.36 1.71 1.86
H -3.04 0.75 -4.30
H -1.48 -0.72 0.91
H 1.07 -2.80 1.89
H -1.68 -4.71 -1.56
H -4.16 -0.55 -4.75
H -0.45 3.95 2.62
H 4.05 -2.42 0.26
H 2.83 5.30 3.57
H -0.28 -1.30 -1.14
H -1.03 -3.14 -3.76
H -2.96 -0.40 -0.03
H -0.14 -4.60 -3.29
H 0.68 5.28 2.29
H -2.43 -0.73 -5.08
H -0.09 5.14 3.89
H 0.39 -3.02 -2.69
H -1.51 0.62 -0.25
```

Calculated values
- total energy (eV) = -39858.26191
- SMILES = C[C@H](N)C(=O)/C=C/OP(=O)(O)O.CNC(=O)[C@H](C)NC(C)=O
- largest force on an atom (eV/A) = 4.00

---

6.
Density functional theory data (ωB97M-V with the def2-TZVPD basis set) for 2 unconnected molecules or ions with the total composition C21H37IN3O6 at a distorted geometry.

XYZ file:
```
68
C21H37IN3O6 ωB97M-V with the def2-TZVPD basis set
I -5.05 -0.13 4.54
O -1.77 0.61 -1.95
O -1.47 0.24 0.23
O 2.38 3.10 -6.18
O 5.57 3.46 -5.73
O 3.66 2.95 -3.42
O -2.92 -2.09 3.88
N -2.67 -6.73 2.31
N -3.16 -0.22 1.75
N -2.23 -0.53 5.40
C -0.43 -2.93 5.57
C -2.46 -5.92 1.28
C -2.73 0.66 0.62
C -2.46 0.13 3.03
C 5.71 2.46 -4.74
C -0.03 -1.64 4.83
C 1.60 1.96 -6.47
C -3.41 -4.80 3.54
C -2.88 -1.66 1.49
C -3.45 -2.48 2.63
C -0.77 -0.40 5.34
C 1.99 3.84 -5.04
C -1.07 0.77 -1.01
C -3.16 -3.96 2.47
C -2.93 -0.74 4.18
C 6.38 4.60 -5.56
C 4.39 2.00 -4.17
C -2.67 -4.54 1.31
C 3.12 4.09 -4.07
C 0.22 1.50 -0.98
C -3.14 -6.16 3.42
H 6.36 2.80 -3.93
H 3.90 4.70 -4.53
H 2.23 1.25 -7.00
H -2.09 -6.37 0.37
H -3.81 -4.42 4.47
H 1.02 -1.46 5.04
H -1.81 -1.80 1.39
H -4.54 -2.37 2.63
H -0.45 0.48 4.78
H -3.32 -6.81 4.26
H -0.44 -0.23 6.36
H 1.22 1.48 -5.56
H -2.64 1.18 3.26
H 6.57 4.82 -4.51
H 4.62 1.21 -3.45
H -0.16 -1.75 3.76
H -3.35 -1.97 0.55
H 1.63 4.82 -5.38
H 0.45 -3.56 5.69
H 3.77 1.54 -4.94
H 6.19 1.58 -5.20
H 0.90 1.04 -0.26
H 0.75 2.22 -7.11
H -1.16 -3.51 5.02
H -2.66 0.19 5.95
H 1.16 3.35 -4.52
H 5.86 5.45 -6.00
H 7.34 4.49 -6.08
H 0.64 1.47 -1.98
H -2.44 -3.97 0.42
H -1.40 0.02 2.82
H 0.03 2.54 -0.72
H -0.82 -2.70 6.56
H -4.17 -0.09 1.86
H -3.46 0.53 -0.18
H -2.76 1.70 0.96
H 2.70 4.70 -3.26
```

Calculated values
- total energy (eV) = -47224.25419
- total charge = +1
- largest force on an atom (eV/A) = 1.34

---

Question: Which of these has the highest total energy?
Answer: C4H5NO2